Record 1
# C14H25N3O3P

A cluster of 2 separate species, C14H25N3O3P in total (the ωB97M-V functional and the def2-TZVPD basis, the OMol25 dataset).

Structure (XYZ):
```
46
Properties=species:S:1:pos:R:3:forces:R:3
N -1.62319 2.80512 -0.55400 0.0 0.1 -0.2
P -1.69618 3.26640 -2.19395 -0.1 0.0 0.2
O -0.16504 3.82662 -2.47672 -0.1 -0.3 -0.1
C -1.59322 1.61022 -3.11715 0.0 0.0 0.1
C -2.55625 0.55668 -2.53060 0.0 -0.1 -0.2
C -1.96343 -0.72975 -1.88803 0.1 0.1 0.1
C -0.44124 -0.93148 -1.98008 -0.1 0.0 0.1
C 0.29616 0.38884 -2.03943 -0.1 0.0 0.1
C 1.82079 0.28671 -1.99330 0.0 0.0 -0.1
C 2.35497 0.50291 -0.56512 0.0 0.0 0.1
C 3.24517 -0.62755 -0.04760 -0.2 -0.1 0.0
C 2.36134 -1.83794 0.21345 0.3 0.0 -0.2
O 1.38004 -1.77325 0.89625 -0.2 -0.1 0.0
O 2.68037 -2.98817 -0.40608 -0.1 0.0 0.0
N -0.20100 1.07346 -3.28500 0.0 -0.1 -0.1
H -2.37473 3.20527 -0.00586 0.0 0.0 0.0
H -0.74961 2.95874 -0.06501 0.0 -0.1 0.1
H 0.52553 3.47153 -1.90284 0.0 0.1 0.1
H -1.90716 1.87009 -4.12999 0.0 0.0 0.0
H -3.25421 0.26935 -3.31479 0.0 0.0 0.0
H -3.15515 1.05371 -1.76797 0.0 0.0 0.0
H -2.23609 -0.73970 -0.83411 0.0 0.1 0.0
H -2.45956 -1.58897 -2.33305 0.0 0.0 0.0
H -0.15676 -1.54161 -2.84540 0.0 0.1 -0.1
H -0.09448 -1.47017 -1.09673 0.0 -0.1 -0.1
H -0.07179 1.00292 -1.21609 0.1 0.2 -0.1
H 2.11680 -0.69917 -2.36295 0.0 0.0 -0.1
H 2.27544 1.01083 -2.67648 0.0 0.0 0.0
H 2.88164 1.45388 -0.48364 0.0 0.0 -0.1
H 1.51042 0.55143 0.12657 0.1 0.1 0.0
H 4.06562 -0.86490 -0.72730 0.0 0.1 0.0
H 3.66518 -0.32095 0.90998 0.1 -0.1 0.0
H 3.47117 -2.89149 -0.94806 0.1 0.0 0.1
H -0.20240 0.39017 -4.04681 0.1 0.0 0.0
H 0.41887 1.83339 -3.57813 -0.1 0.1 0.1
N -2.25497 -0.87593 4.73661 0.0 0.0 0.0
C -1.83186 -1.13293 5.97216 0.0 0.0 0.0
C -0.53058 -1.50977 6.27414 0.0 0.0 0.0
C 0.38221 -1.62577 5.23847 0.0 0.0 0.0
C -0.04338 -1.36332 3.94539 0.0 0.0 0.0
C -1.36645 -0.99503 3.75389 0.0 0.0 0.0
H -2.57108 -1.03300 6.75891 0.0 0.0 0.0
H -0.24567 -1.70647 7.29857 0.0 0.0 0.0
H 1.40551 -1.91875 5.43581 0.0 0.0 0.0
H 0.62320 -1.43642 3.09785 0.0 -0.1 0.0
H -1.73495 -0.78576 2.75423 0.0 0.0 0.0
```
Positions in Å, forces in eV/Å.

For the highest occupied orbital energy, the calculation gives -0.4145 Eh. The total charge is +1. The maximum force is 0.349 eV Å⁻¹. The orbital gap is 8.3 eV.

***

Record 2
# C31H53CoN7O5PSi3

A structure of composition C31H53CoN7O5PSi3 (the ωB97M-V functional and the def2-TZVPD basis, the OMol25 dataset).

Structure (XYZ):
```
101
Properties=species:S:1:pos:R:3:forces:R:3
Co -0.70598 0.25104 0.11411 0.0 -0.1 0.0
C 5.88626 0.19492 -3.91952 0.0 0.0 0.0
O 5.08022 0.92298 -4.82585 0.0 0.0 0.1
C 3.93295 0.34115 -5.25911 0.0 0.0 -0.1
C 3.47219 -0.89823 -4.82733 0.0 0.0 0.0
C 2.27619 -1.40059 -5.32493 0.0 0.0 0.0
C 1.55357 -0.68424 -6.26568 0.1 0.1 -0.1
C 2.05277 0.52667 -6.74087 0.0 0.0 0.0
C 3.21507 1.05365 -6.22060 0.0 0.0 0.0
N 0.36840 -1.18404 -6.90366 0.1 0.0 -0.1
N -0.57154 -1.64905 -6.25169 -0.1 0.0 0.0
C -0.56836 -1.58500 -4.81463 -0.1 -0.1 0.1
C -0.63222 -2.74784 -4.10121 0.0 0.0 0.0
C -0.65964 -2.74064 -2.69456 0.0 0.0 0.0
C -0.66739 -1.55638 -1.98290 -0.1 -0.1 0.3
O -0.76774 -1.53183 -0.66049 -0.1 0.0 -0.2
C -0.65713 -0.32907 -2.72672 0.0 0.0 0.0
N -0.68980 0.83195 -2.01032 -0.2 -0.1 0.0
C -0.74289 1.96536 -2.66346 0.0 0.0 0.0
C -0.78114 2.05391 -4.06611 0.0 0.0 0.0
C -0.72197 0.90639 -4.79875 0.0 0.0 0.0
C -0.63282 -0.34011 -4.13677 0.0 0.0 0.0
H 6.73249 0.83352 -3.68454 0.0 0.0 0.0
H 6.24627 -0.73534 -4.36493 0.0 0.0 0.0
H 5.33896 -0.03890 -3.00058 0.0 0.0 0.0
H 4.03540 -1.48991 -4.12065 0.0 0.0 0.0
H 1.93134 -2.36954 -4.99253 0.0 0.0 0.0
H 1.51506 1.04587 -7.52436 0.0 0.0 0.0
H 3.60975 1.99850 -6.56891 0.0 0.0 0.0
H -0.62767 -3.68914 -4.63742 0.0 0.0 0.0
H -0.64973 -3.67511 -2.14491 0.0 0.0 0.0
H -0.74716 2.87467 -2.07158 0.0 0.0 0.0
H -0.85381 3.02265 -4.53957 0.0 0.0 0.0
H -0.75846 0.93960 -5.87934 0.0 0.0 0.0
C -0.31519 3.07328 0.99647 0.1 -0.1 0.1
O -1.03329 1.88889 1.34397 0.0 0.1 0.0
Si -1.02404 1.28612 3.08461 -0.3 0.1 -0.1
C -0.83994 2.90198 4.03118 0.0 0.0 0.0
C -2.86906 0.89791 3.27874 0.0 0.1 0.0
C 0.06757 -0.06046 3.33720 0.0 -0.2 -0.3
Si -0.69496 -1.65337 3.81876 0.1 0.1 0.0
C 0.48436 -3.12261 3.86677 0.0 0.0 0.0
C -1.44849 -1.66479 5.55145 0.0 0.0 0.0
C -2.08600 -2.21040 2.62660 -0.2 -0.1 0.0
Si 1.76122 0.35177 3.91676 0.0 0.1 0.0
C 2.49997 1.87752 3.06168 0.0 0.0 0.0
C 1.78165 0.72101 5.76502 0.0 0.0 0.0
C 3.11652 -0.94976 3.64940 -0.1 0.0 0.0
H -0.68847 3.44747 0.04026 0.0 0.0 0.0
H -0.45019 3.84792 1.74982 0.0 0.0 0.0
H 0.75337 2.87052 0.91001 0.0 0.0 0.0
H -1.51532 3.68884 3.68089 0.0 0.0 0.0
H 0.16826 3.30959 4.06405 0.0 0.0 0.0
H -1.12275 2.68141 5.06483 0.0 0.0 0.0
H -3.45446 1.81356 3.42211 0.0 0.0 -0.1
H -3.01952 0.30085 4.17815 0.0 0.0 0.0
H -3.26691 0.31674 2.45068 0.0 0.0 -0.1
H 1.30966 -2.97224 4.56453 0.0 0.0 0.0
H 0.90966 -3.36943 2.89010 0.0 0.0 0.0
H -0.07646 -3.99627 4.21052 0.0 0.0 0.0
H -0.65918 -1.48028 6.28530 0.0 0.0 0.0
H -1.90030 -2.63175 5.78884 0.0 0.0 0.0
H -2.20779 -0.89532 5.70635 0.0 0.0 0.0
H -2.09119 -1.62321 1.70673 0.1 0.1 0.0
H -3.07265 -2.12822 3.09457 0.0 0.0 0.0
H -1.94175 -3.25951 2.35053 0.0 0.0 0.0
H 1.94731 2.80726 3.19557 0.0 0.0 0.0
H 2.61183 1.69874 1.98806 0.0 0.0 0.0
H 3.50319 2.04018 3.46634 0.0 0.0 0.0
H 1.01307 1.45087 6.03109 0.0 0.0 0.0
H 2.74902 1.10745 6.09648 0.0 0.0 0.0
H 1.57598 -0.18779 6.33787 0.0 0.0 0.0
H 3.82481 -0.59952 2.89865 0.0 0.0 -0.1
H 2.75132 -1.92464 3.33282 0.0 0.0 0.0
H 3.67776 -1.09188 4.57655 0.0 0.0 0.0
N -3.49490 -2.42219 -0.69224 0.5 0.1 0.0
C -4.52534 -1.54400 -0.05708 -0.1 0.1 0.0
P -3.97470 0.12707 -0.60206 0.3 -0.3 -0.1
O -4.12701 0.26211 -2.06240 -0.1 0.0 0.0
O -2.63258 0.18557 0.07767 -0.3 0.4 0.2
C -4.88468 1.45325 0.29736 0.1 -0.1 0.1
N -3.87446 2.56073 0.42048 0.1 0.0 0.1
H -3.65653 -3.40957 -0.50512 0.1 0.0 0.1
H -2.50995 -2.15090 -0.37423 -0.2 -0.1 -0.2
H -3.49538 -2.28540 -1.70852 0.0 0.0 0.0
H -4.42916 -1.66897 1.02026 -0.1 0.0 0.0
H -5.51412 -1.83626 -0.40289 0.0 0.0 0.0
H -5.15480 1.14439 1.30463 0.0 0.0 0.0
H -5.75468 1.82413 -0.23780 0.0 0.0 0.0
H -4.18424 3.28512 1.06666 0.0 0.0 0.0
H -3.70982 2.99023 -0.49114 0.0 0.0 0.0
H -2.95083 2.18770 0.75449 0.0 -0.2 0.1
N 3.29404 0.43198 -0.63232 0.0 0.0 0.0
C 3.24752 -0.75503 0.06083 0.0 0.0 0.1
C 1.96001 -0.89832 0.46490 0.1 0.0 0.0
N 1.23135 0.18243 0.02766 0.1 0.0 0.1
C 2.06027 0.96256 -0.63130 0.0 0.0 0.0
H 4.11160 0.85858 -1.03257 0.0 0.0 0.0
H 4.11833 -1.36399 0.21988 0.0 0.0 0.0
H 1.50270 -1.68196 1.04057 0.0 0.0 0.0
H 1.80728 1.88445 -1.12564 0.0 0.0 0.0
```
Positions in Å, forces in eV/Å.

The spin multiplicity is 2. For the highest occupied orbital energy (alpha / beta), the calculation gives -0.3293 / -0.3303 Eh. The total charge is +1. The maximum force is 0.505 eV Å⁻¹. The orbital gap (alpha / beta) is 6.2 / 6.2 eV.

***

Record 3
# C18H50NO10

A cluster of 8 separate species, C18H50NO10 in total in a non-equilibrium geometry (the ωB97M-V functional and the def2-TZVPD basis, the OMol25 dataset).

Structure (XYZ):
```
79
Properties=species:S:1:pos:R:3:forces:R:3
N -0.27940 0.21253 -0.12612 1.4 -0.7 -1.0
O -1.37894 -0.25853 -0.34834 -3.8 0.8 0.6
O 0.04557 1.30898 0.27759 -2.0 3.9 1.9
O 0.64127 -0.46961 -0.42858 4.4 -4.1 -1.4
O 3.99581 -0.29573 -2.13419 0.5 -0.1 0.0
H 3.47535 0.16703 -2.79086 -0.2 0.2 -0.1
H 3.34925 -0.73216 -1.57947 -0.4 -0.1 0.2
C 3.72406 -0.72007 2.92286 -1.4 -0.2 0.5
C 4.20509 -1.88745 2.04740 -2.1 0.9 -1.3
C 2.97507 -2.50422 1.20089 0.3 0.3 1.8
O 5.08729 -1.37790 1.07907 1.3 -0.3 0.1
H 4.45809 -0.05439 3.37696 0.5 -0.6 0.0
H 3.07826 -1.13759 3.69533 0.2 -0.1 0.5
H 3.01100 -0.02944 2.47266 0.1 0.0 -0.9
H 4.67588 -2.57303 2.75199 0.4 -0.4 -0.7
H 2.29965 -1.67462 0.99193 -0.1 0.0 -0.2
H 2.40877 -3.22955 1.78510 -0.1 0.1 0.3
H 3.18120 -3.02261 0.26446 0.8 0.2 0.1
H 4.60650 -0.67954 0.62882 0.0 0.2 -0.2
C -4.99987 2.14689 3.65585 1.2 -0.9 -1.3
C -4.21888 1.79017 2.33597 2.8 -0.3 -0.1
C -2.94282 2.66277 1.98107 -1.4 -0.3 0.5
O -3.58052 0.46011 2.39870 -1.6 0.3 0.9
H -5.09594 3.22569 3.77853 -0.3 0.0 -0.2
H -4.44288 1.77232 4.51467 0.1 -0.1 0.0
H -5.95502 1.62283 3.62193 -0.2 0.3 0.2
H -4.84309 1.76164 1.44287 -0.5 0.3 0.2
H -2.56496 2.36640 1.00256 -0.5 0.5 -0.5
H -2.07110 2.36215 2.56232 -0.4 0.3 0.8
H -3.21513 3.71369 2.07868 0.6 0.2 -0.3
H -3.05238 0.40734 1.59878 0.2 -0.2 -0.3
C -0.08768 -4.91768 1.10652 0.5 -1.1 -0.8
C -1.57300 -4.71962 0.81300 0.0 0.2 -0.4
C -2.08092 -3.34950 1.23042 0.1 -0.8 0.8
O -1.76147 -4.88712 -0.57657 -0.2 -0.4 -0.3
H 0.10317 -5.93720 0.77146 0.0 -0.4 0.3
H 0.31581 -4.85410 2.11709 -0.4 0.4 0.1
H 0.54166 -4.40392 0.37984 -0.1 0.8 0.3
H -2.11439 -5.58313 1.19943 -0.3 0.3 0.7
H -1.41959 -2.62130 0.76088 -0.2 0.3 0.2
H -2.00849 -3.33043 2.31785 0.2 0.5 0.1
H -3.12854 -3.15142 1.00375 0.1 -0.1 -0.4
H -1.66916 -4.01815 -0.97401 0.3 0.3 -0.8
C -0.27378 -1.65549 -4.20778 -0.4 0.6 -0.7
C -1.45324 -2.28886 -3.49499 0.5 -2.0 -0.7
C -1.86406 -3.66931 -4.21187 -0.1 2.5 -0.4
O -1.03131 -2.64193 -2.22627 0.2 -1.2 1.8
H -0.66048 -1.08812 -5.05433 0.2 0.1 -0.3
H 0.45182 -2.38507 -4.56739 -0.1 -0.2 0.0
H 0.27542 -0.95314 -3.58074 -0.2 0.0 0.2
H -2.29529 -1.61362 -3.34300 -0.2 0.1 -0.8
H -2.84343 -4.00118 -3.86723 0.3 -0.4 0.3
H -1.06376 -4.40912 -4.22942 -0.1 0.0 0.7
H -1.98150 -3.41343 -5.26489 -0.2 0.0 -0.3
H -1.12842 -1.90673 -1.61664 0.2 0.7 0.3
C 0.65678 4.78980 1.16424 -0.7 -0.4 0.0
C 1.50067 4.11757 2.21741 0.8 -1.5 0.2
C 0.76995 3.68445 3.48413 -1.3 0.4 -0.5
O 2.06160 2.93365 1.63343 1.0 0.6 0.1
H -0.12337 4.06745 0.92412 -0.1 0.0 -0.4
H 1.28943 4.96577 0.29424 -0.2 0.0 -0.1
H 0.12189 5.69271 1.45880 0.3 0.2 0.2
H 2.34830 4.77382 2.41475 0.2 -0.1 0.4
H 1.27712 3.26010 4.35063 0.7 0.8 -0.1
H 0.10246 2.85188 3.26186 -0.2 0.0 -0.6
H 0.09408 4.51444 3.69010 0.0 0.0 0.9
H 1.39176 2.25158 1.54560 -0.4 -0.1 -0.3
C -0.41526 2.14409 -3.08970 0.1 0.3 -0.6
C 1.09203 2.15061 -2.91872 0.2 0.0 1.7
C 1.93777 2.58979 -4.04055 0.7 1.2 -1.2
O 1.42994 3.02347 -1.80549 0.0 0.0 -0.9
H -0.78906 3.14067 -3.32468 0.3 0.3 0.1
H -0.90307 1.84685 -2.16137 -0.1 -0.3 -0.1
H -0.73415 1.55865 -3.95206 0.0 -0.5 0.2
H 1.51182 1.17790 -2.66241 -0.7 -0.6 0.3
H 2.98421 2.62986 -3.73817 0.1 -0.2 0.3
H 1.71953 3.62450 -4.30479 -0.2 0.1 -0.3
H 1.91174 1.97349 -4.93921 -0.4 -0.1 0.1
H 0.93725 2.70237 -1.04671 0.0 -0.2 0.4
```
Positions in Å, forces in eV/Å.

The spin multiplicity is 2. For the highest occupied orbital energy (alpha / beta), the calculation gives 0.1181 / -0.1435 Eh. The total charge is -2. The maximum force is 6.119 eV Å⁻¹. The orbital gap (alpha / beta) is 1.5 / 8.7 eV.